Formula: C39H34F6N5O8S2V
Source: the Open Molecules 2025 dataset
Level of theory: ωB97M-V/def2-TZVPD

The geometry in XYZ format:
```
95
Properties=species:S:1:pos:R:3
H -5.658 -1.003 2.311
O 4.814 1.866 -0.033
N 1.794 1.511 -1.518
H 1.562 -2.706 1.775
H -3.666 -0.053 -0.391
C -0.950 -5.993 0.717
C -0.861 0.240 -3.115
H -2.814 0.559 3.932
N 1.565 1.868 1.114
C 0.064 -1.160 2.003
C -2.097 3.270 -0.197
C -2.721 0.137 0.121
H -5.596 0.407 1.252
H -0.355 -5.826 -1.337
H -0.167 1.046 -2.949
N 2.691 3.442 -1.996
H -0.309 0.747 4.783
H -2.315 5.325 0.360
F 4.114 -2.682 0.965
H 3.118 4.616 0.869
H -3.674 -1.153 -1.847
F 7.671 1.839 -0.937
C -1.931 0.872 -0.935
C -1.703 -1.479 -4.559
H 2.926 3.922 3.292
H -1.204 0.501 2.483
F 6.274 1.858 -2.598
O 0.184 -1.334 -0.278
C 1.744 -1.717 3.653
F 7.354 0.045 -2.123
H -1.638 -2.057 -5.471
C 2.531 3.353 2.471
H -5.036 -1.185 0.689
H -1.372 -3.398 2.854
C -0.402 -0.133 2.828
C -3.182 4.923 -1.563
H -0.202 -3.370 -1.279
C 1.162 -0.789 4.528
S 3.383 -1.047 -0.987
C -1.145 -3.923 1.935
H 1.553 -0.686 5.532
F 5.193 -2.921 -0.900
C 1.189 -1.918 2.416
C 2.144 2.693 -1.039
C -2.829 -0.956 -2.492
C 1.891 2.160 2.425
C -1.235 -5.305 1.890
H 3.115 3.077 -4.077
H -1.604 3.002 0.730
C -5.074 -0.506 1.539
N 2.622 3.792 1.170
C -1.870 0.010 -2.190
O -0.512 0.953 -0.384
H -3.497 -2.436 -3.881
C -0.724 -1.708 0.800
C -0.765 -3.225 0.794
C 2.062 2.869 0.392
O 2.349 -1.292 -1.966
O -3.030 0.845 1.300
C -2.740 -1.693 -3.667
C -3.690 -0.169 2.085
C -2.353 2.298 -1.166
C 2.714 2.693 -3.156
C -3.773 0.261 3.524
S 5.472 0.646 -0.420
H 0.034 -0.291 -4.985
C 6.787 1.124 -1.617
C -0.578 -5.295 -0.422
C 4.017 -2.715 -0.349
N 4.529 -0.191 -1.479
O -2.803 -1.299 1.933
O 2.706 -0.469 0.276
C -0.763 -0.495 -4.282
H 1.648 1.504 3.232
H -4.464 1.100 3.605
F 3.154 -3.645 -0.713
H -2.652 -2.010 0.000
C -2.504 4.576 -0.398
C -3.024 2.651 -2.331
C -3.446 3.962 -2.522
H -3.509 5.943 -1.715
H -1.018 -7.072 0.691
H -3.230 1.911 -3.091
O 6.050 -0.208 0.567
V 0.945 0.236 -0.081
H -4.168 -0.558 4.122
C 0.110 0.007 4.113
H 2.585 -2.314 3.979
C -2.222 -1.235 0.640
H 2.032 0.627 -3.473
H 3.056 4.377 -1.899
C -0.491 -3.910 -0.385
H -1.528 -5.854 2.775
H -3.978 4.227 -3.425
C 2.168 1.493 -2.852
```

As for the frontier orbital gap (alpha / beta): 5.36 / 5.31 eV. As for the multiplicity: 1. The charge is +2. The electronic energy is -128472.7050 eV. The value obtained for the lowest unoccupied orbital energy (alpha / beta) is -8.477 / -8.524 eV.

Atom charges from the Löwdin analysis, given in e for atoms 1 to 4: atom 1 (H): 0.104, atom 2 (O): -0.269, atom 3 (N): 0.037, atom 4 (H): 0.132